1.
{"formula": "H4O2", "method": "ωB97M-V/def2-TZVPD", "species": ["O", "H", "H", "O", "H", "H"], "xyz": [[1.250, 0.091, -0.093], [1.107, -0.189, 0.834], [2.172, -0.130, -0.312], [-1.818, 0.006, -0.022], [-1.458, 0.905, -0.076], [-1.253, -0.683, -0.332]], "lowdin_charge": [-0.078, 0.051, 0.045, -0.063, 0.041, 0.004], "total_energy_ev": -4159.7417, "smiles": "O.O", "e_lumo_ev": 0.72, "largest_force_ev_per_a": 1.9, "orbital_gap_ev": 11.940}


2.
{"formula": "H4O2", "method": "ωB97M-V/def2-TZVPD", "species": ["O", "H", "H", "O", "H", "H"], "xyz": [[0.496, 1.228, 0.183], [-0.480, 1.350, 0.239], [0.794, 1.283, 1.083], [-0.478, -1.312, -0.194], [0.093, -0.563, -0.117], [-0.548, -1.397, -1.122]], "lowdin_charge": [-0.053, 0.077, 0.044, -0.043, -0.037, 0.012], "total_energy_ev": -4159.8373, "smiles": "O.O", "e_lumo_ev": 0.83, "largest_force_ev_per_a": 1.7, "orbital_gap_ev": 11.977}


3.
{"formula": "H4O2", "method": "ωB97M-V/def2-TZVPD", "species": ["O", "H", "H", "O", "H", "H"], "xyz": [[1.567, 0.117, 0.003], [0.642, -0.249, 0.065], [2.045, -0.696, -0.118], [-1.313, -0.122, -0.069], [-1.985, 0.247, 0.483], [-0.956, 0.702, -0.364]], "lowdin_charge": [-0.078, 0.015, 0.020, -0.027, 0.040, 0.031], "total_energy_ev": -4159.7603, "smiles": "O.O", "e_lumo_ev": 0.84, "largest_force_ev_per_a": 1.8, "orbital_gap_ev": 12.110}


4.
{"formula": "H4O2", "method": "ωB97M-V/def2-TZVPD", "species": ["O", "H", "H", "O", "H", "H"], "xyz": [[0.353, 1.915, 0.671], [1.061, 1.290, 1.007], [0.100, 1.608, -0.224], [-0.663, -1.357, -0.739], [-0.623, -1.234, 0.192], [-0.228, -2.224, -0.907]], "lowdin_charge": [-0.100, 0.061, 0.036, -0.060, 0.005, 0.057], "total_energy_ev": -4159.7124, "smiles": "O.O", "e_lumo_ev": 0.68, "largest_force_ev_per_a": 1.9, "orbital_gap_ev": 12.153}


5.
{"formula": "H4O2P2", "method": "ωB97M-V/def2-TZVPD", "species": ["O", "O", "P", "P", "H", "H", "H", "H"], "xyz": [[-2.622, -0.010, 0.496], [2.217, -0.857, 0.030], [-1.113, 0.046, -0.333], [1.544, 0.629, 0.146], [-2.866, -0.921, 0.680], [2.719, -1.080, 0.818], [1.402, 0.780, -1.244], [-1.282, 1.414, -0.591]], "lowdin_charge": [-0.490, -0.500, 0.650, 0.605, 0.001, 0.019, -0.138, -0.148], "total_energy_ev": -22735.8129, "e_lumo_ev": -0.42, "largest_force_ev_per_a": 1.9, "orbital_gap_ev": 7.202}


6.
{"formula": "H4O2Si", "method": "ωB97M-V/def2-TZVPD", "species": ["O", "O", "Si", "H", "H", "H", "H"], "xyz": [[-1.956, -0.791, 0.055], [-1.408, 0.532, 0.150], [0.566, -0.286, 0.154], [-2.316, -0.775, -0.928], [0.600, -0.422, 1.504], [1.272, 0.814, -0.375], [0.552, -1.578, -0.502]], "mulliken_spin": [0.449, 0.665, 0.827, -0.025, 0.027, 0.037, 0.021], "multiplicity": 3, "total_energy_ev": -12028.9544, "e_lumo_ev": [0.22, -3.33], "s2": 2.007, "largest_force_ev_per_a": 4.0, "orbital_gap_ev": [5.362, 8.232]}


7.
{"formula": "H4OS", "method": "ωB97M-V/def2-TZVPD", "species": ["O", "H", "H", "S", "H", "H"], "xyz": [[0.701, 1.030, 0.437], [0.253, 1.838, 0.790], [1.534, 0.894, 0.923], [-0.778, -1.840, -0.945], [-1.834, -0.978, -0.550], [0.124, -0.944, -0.656]], "lowdin_charge": [-0.098, 0.063, 0.047, 0.449, -0.159, -0.302], "total_energy_ev": -12947.3252, "smiles": "O.S", "e_lumo_ev": 0.60, "largest_force_ev_per_a": 2.1, "orbital_gap_ev": 9.950}


8.
{"formula": "H4OS2", "method": "ωB97M-V/def2-TZVPD", "species": ["S", "S", "H", "H", "H", "H", "O"], "xyz": [[-0.268, 0.188, 2.058], [-0.886, 1.718, 1.004], [0.358, -0.457, 1.095], [-1.937, 1.398, 0.263], [1.030, -0.208, -1.698], [0.682, -1.717, -1.569], [1.021, -0.922, -1.153]], "mulliken_spin": [0.450, 0.501, 0.024, 0.025, 0.000, 0.000, 0.001], "total_charge": 1, "multiplicity": 2, "total_energy_ev": -23773.0762, "e_lumo_ev": [-5.13, -9.58], "s2": 0.755, "largest_force_ev_per_a": 4.7, "orbital_gap_ev": [10.799, 6.349]}